Below is a molecular structure, C19H16CrIN2O, with properties calculated with ωB97M-V with the def2-TZVPD basis set.

Cartesian coordinates (Å):
Cr -0.1990 0.2321 1.1128
C -0.0937 1.2161 2.9601
C -1.3346 1.6314 2.3758
C -2.2190 0.6780 1.9057
C -1.8915 -0.6923 1.9217
C -0.7765 -1.1164 2.7137
C 0.0713 -0.1712 3.2663
H 0.6121 1.9471 3.3273
H -1.5472 2.6785 2.2261
H -3.0883 1.0074 1.3490
H -2.5486 -1.4215 1.4715
H -0.5783 -2.1708 2.8465
H 0.9467 -0.5011 3.8052
I 3.1617 -0.6173 1.7818
C 2.8401 -2.0836 0.3188
C 3.7964 -3.0482 0.1802
C 3.6798 -4.0050 -0.8492
C 2.6366 -3.9348 -1.7246
C 1.6493 -2.9293 -1.6010
C 0.5986 -2.8323 -2.5504
C -0.3171 -1.8258 -2.4619
C -0.2224 -0.9261 -1.3860
C 0.6899 -0.9945 -0.3624
C 1.7046 -1.9864 -0.5342
H 4.6499 -3.0700 0.8437
H 4.4351 -4.7734 -0.9516
H 2.5519 -4.6443 -2.5398
H 0.5518 -3.5525 -3.3583
H -1.1043 -1.7151 -3.2016
H -1.9109 -0.0510 -1.8052
N -0.7365 4.3502 -0.4357
C -1.3123 5.2876 -1.2183
C -2.4727 4.7327 -1.6966
C -2.4968 3.4382 -1.1404
N -1.4387 3.2102 -0.3807
H 0.1401 4.4095 0.0508
H -0.8629 6.2542 -1.3686
H -3.1946 5.1916 -2.3485
H -3.2402 2.6669 -1.2638
O -1.1298 0.1309 -1.2786

Its multiplicity is 2. For the energy relative to the best compared isomer or geometry (same formula, charge and spin), the calculation gives 56.4 kcal/mol. As for the expectation value of S²: 0.793. The frontier orbital gap (spin up / spin down) is 7.445 / 7.111 eV.